# 1
Entry from the OMol25 dataset: 9 unconnected molecules or ions with the total composition C71H155N9O9 at a distorted geometry (ωB97M-V/def2-TZVPD).

Positions of all 244 atoms, in Å:
C 5.21 7.38 -0.22
C 6.14 6.93 -1.44
C 5.24 5.92 -2.40
C 6.43 8.10 -2.33
C 7.45 9.15 -1.77
C 8.76 8.38 -1.60
C 8.63 7.16 -0.70
C 9.91 6.39 -0.93
C 8.61 7.74 0.73
N 7.47 6.41 -1.08
O 7.34 5.26 -0.36
H 5.53 6.86 0.68
H 5.21 8.46 -0.13
H 4.13 7.22 -0.32
H 4.26 6.35 -2.63
H 5.71 5.54 -3.30
H 5.06 5.05 -1.77
H 6.87 7.72 -3.25
H 5.49 8.50 -2.73
H 7.55 9.99 -2.46
H 7.06 9.45 -0.80
H 9.48 9.02 -1.09
H 9.05 8.04 -2.59
H 10.77 7.04 -0.80
H 9.88 6.01 -1.95
H 9.99 5.52 -0.27
H 8.00 7.08 1.35
H 8.18 8.74 0.82
H 9.61 7.90 1.12
H 7.80 4.55 -0.81
C 8.07 3.26 7.08
C 8.60 2.69 5.73
C 7.46 2.74 4.66
C 9.80 3.57 5.18
C 11.07 3.24 5.89
C 11.36 1.74 5.73
C 10.36 0.80 6.29
C 10.71 -0.64 5.79
C 10.37 0.83 7.85
N 9.06 1.30 5.81
O 8.04 0.39 6.25
H 7.50 4.16 6.87
H 7.28 2.64 7.49
H 8.89 3.40 7.79
H 7.23 3.76 4.35
H 7.75 2.28 3.72
H 6.60 2.18 5.02
H 9.86 3.66 4.09
H 9.54 4.56 5.54
H 11.92 3.81 5.51
H 11.03 3.43 6.97
H 12.30 1.56 6.24
H 11.46 1.59 4.65
H 10.58 -0.73 4.71
H 9.97 -1.37 6.10
H 11.77 -0.90 5.90
H 10.03 1.79 8.23
H 11.39 0.78 8.22
H 9.79 0.01 8.29
H 7.72 0.18 5.37
C 1.48 -8.32 -4.01
C 0.21 -8.48 -3.10
C -0.67 -9.65 -3.56
C 0.77 -8.87 -1.71
C -0.31 -8.83 -0.57
C -0.67 -7.32 -0.46
C -1.17 -6.75 -1.81
C -2.66 -7.12 -1.99
C -0.89 -5.23 -1.74
N -0.39 -7.13 -3.03
O -0.86 -6.61 -4.24
H 2.19 -9.14 -4.02
H 1.15 -8.03 -5.01
H 2.13 -7.52 -3.65
H -0.98 -9.46 -4.58
H -0.19 -10.63 -3.51
H -1.58 -9.71 -2.96
H 1.15 -9.90 -1.75
H 1.66 -8.33 -1.38
H -1.24 -9.36 -0.76
H 0.01 -9.19 0.41
H 0.10 -6.67 -0.04
H -1.45 -7.32 0.30
H -3.21 -6.75 -1.12
H -2.76 -8.20 -2.08
H -2.91 -6.57 -2.90
H -1.49 -4.87 -0.91
H -1.24 -4.72 -2.64
H 0.15 -4.97 -1.60
H -0.13 -6.01 -4.42
C -0.54 -1.64 -7.45
C 0.76 -1.82 -8.31
C 0.30 -2.43 -9.65
C 1.32 -0.35 -8.53
C 2.39 0.15 -7.62
C 3.45 -0.90 -7.42
C 2.84 -2.34 -6.97
C 4.11 -3.26 -7.07
C 2.39 -2.17 -5.53
N 1.81 -2.79 -7.85
O 1.39 -4.07 -7.61
H -1.20 -0.96 -7.97
H -0.99 -2.60 -7.18
H -0.24 -1.03 -6.59
H -0.39 -3.26 -9.54
H -0.02 -1.71 -10.40
H 1.24 -2.67 -10.14
H 1.41 -0.21 -9.60
H 0.52 0.37 -8.39
H 2.82 1.08 -7.99
H 2.01 0.48 -6.66
H 4.23 -0.60 -6.71
H 3.93 -1.10 -8.37
H 4.30 -3.59 -8.09
H 3.85 -4.15 -6.51
H 5.03 -2.76 -6.75
H 1.95 -3.13 -5.26
H 1.50 -1.54 -5.50
H 3.07 -1.91 -4.72
H 1.88 -4.57 -8.27
C -8.26 -1.45 5.51
C -7.52 -1.42 4.17
C -7.90 -0.10 3.44
C -6.03 -1.41 4.53
C -5.50 -2.81 5.01
C -5.87 -3.97 4.11
C -7.41 -3.95 3.65
C -7.40 -4.72 2.33
C -8.26 -4.70 4.78
N -7.87 -2.56 3.36
O -9.14 -2.57 2.99
H -8.16 -2.28 6.22
H -7.85 -0.74 6.23
H -9.34 -1.34 5.37
H -7.39 -0.13 2.48
H -8.97 -0.06 3.22
H -7.59 0.82 3.93
H -5.41 -1.17 3.67
H -5.90 -0.68 5.34
H -4.44 -2.79 5.25
H -5.92 -2.88 6.01
H -5.76 -4.89 4.69
H -5.07 -4.12 3.39
H -7.02 -4.19 1.46
H -8.46 -4.85 2.15
H -7.03 -5.74 2.26
H -7.97 -5.75 4.68
H -9.34 -4.61 4.67
H -7.96 -4.35 5.76
H -9.10 -2.27 2.08
C -5.25 8.00 2.17
C -4.00 7.45 1.44
C -2.81 8.49 1.48
C -3.48 6.19 2.21
C -4.38 4.92 1.98
C -4.28 4.68 0.44
C -4.82 5.84 -0.42
C -4.30 5.61 -1.85
C -6.34 5.89 -0.31
N -4.16 7.14 0.01
O -4.60 8.25 -0.78
H -6.08 7.29 2.14
H -4.97 8.28 3.18
H -5.60 8.92 1.71
H -3.09 9.44 1.01
H -2.59 8.74 2.52
H -1.91 8.10 1.03
H -2.42 5.93 2.27
H -3.76 6.34 3.25
H -4.18 4.05 2.61
H -5.43 5.11 2.20
H -4.81 3.83 0.01
H -3.24 4.42 0.30
H -3.23 5.71 -1.98
H -4.69 6.40 -2.49
H -4.61 4.67 -2.30
H -6.73 5.68 0.69
H -6.84 5.19 -0.98
H -6.67 6.88 -0.61
H -3.83 8.46 -1.31
C -9.86 -2.62 -5.46
C -9.76 -2.43 -3.98
C -10.36 -3.68 -3.28
C -8.21 -2.43 -3.63
C -7.57 -1.04 -4.02
C -8.38 0.07 -3.28
C -9.88 0.10 -3.63
C -10.56 1.08 -2.63
C -10.11 0.73 -5.00
N -10.43 -1.25 -3.39
O -11.82 -1.32 -3.49
H -9.27 -1.97 -6.11
H -9.71 -3.66 -5.74
H -10.89 -2.50 -5.79
H -10.44 -3.60 -2.20
H -11.39 -3.78 -3.64
H -9.81 -4.59 -3.52
H -8.08 -2.60 -2.56
H -7.72 -3.20 -4.23
H -6.52 -0.98 -3.74
H -7.52 -0.90 -5.10
H -8.02 1.07 -3.52
H -8.24 -0.16 -2.23
H -9.84 1.85 -2.35
H -10.70 0.61 -1.65
H -11.52 1.44 -3.00
H -11.15 0.72 -5.32
H -9.58 0.14 -5.74
H -9.75 1.76 -5.02
H -12.13 -1.36 -2.58
C -0.20 0.95 -1.86
O 0.38 0.02 -0.94
C 1.49 0.54 -0.17
C 1.66 -0.30 1.10
C 0.45 -0.26 2.07
N 2.81 0.09 1.86
H -0.48 1.91 -1.43
H -1.04 0.50 -2.39
H 0.57 1.13 -2.60
H 2.30 0.36 -0.88
H 1.54 1.61 0.03
H 1.69 -1.31 0.70
H 0.38 0.64 2.69
H 0.73 -1.04 2.77
H -0.49 -0.63 1.66
H 2.47 0.84 2.44
H 3.46 0.62 1.30
C 4.70 -4.33 4.19
O 4.95 -4.89 5.56
C 3.99 -4.33 6.47
C 4.39 -4.70 7.87
C 3.45 -4.15 8.90
N 5.73 -4.21 8.24
H 3.70 -4.19 3.77
H 5.36 -4.87 3.51
H 5.18 -3.37 4.34
H 4.03 -3.24 6.40
H 3.00 -4.64 6.13
H 4.34 -5.78 7.90
H 2.44 -4.56 8.84
H 3.40 -3.06 8.88
H 3.88 -4.48 9.84
H 5.91 -3.31 7.82
H 6.38 -4.74 7.67

DFT total energy in Ha: -3967.59452
HOMO in eV: -8.05
LUMO level in eV: 0.083
SMILES: CC1(C)CCCC(C)(C)N1O.CC1(C)CCCC(C)(C)N1O.CC1(C)CCCC(C)(C)N1O.CC1(C)CCCC(C)(C)N1O.CC1(C)CCCC(C)(C)N1O.CC1(C)CCCC(C)(C)N1O.CC1(C)CCCC(C)(C)N1O.COC[C@H](C)N.COC[C@H](C)N
Relative energy (zero: lowest compared OMol25 entry of this formula, charge and spin) in eV: 6.107
Max |F| in Eh/bohr: 0.10211



# 2
Entry from the OMol25 dataset: 9 unconnected molecules or ions with the total composition C71H155N9O9 at a distorted geometry (ωB97M-V/def2-TZVPD).

Positions of all 244 atoms, in Å:
C 3.81 -1.58 6.18
C 2.73 -2.37 5.48
C 2.45 -3.74 6.27
C 1.46 -1.51 5.60
C 1.43 -0.36 4.64
C 1.80 -0.77 3.19
C 3.12 -1.59 3.04
C 3.12 -2.32 1.65
C 4.30 -0.61 3.21
N 3.01 -2.67 4.04
O 4.26 -3.42 4.07
H 3.78 -1.51 7.26
H 4.80 -2.04 5.98
H 3.94 -0.55 5.81
H 3.32 -4.28 6.41
H 1.88 -3.44 7.19
H 1.86 -4.39 5.70
H 0.54 -2.10 5.63
H 1.50 -0.97 6.57
H 0.47 0.17 4.55
H 2.11 0.43 4.97
H 1.87 0.14 2.55
H 1.03 -1.48 2.97
H 2.08 -2.61 1.59
H 3.61 -3.26 1.77
H 3.44 -1.65 0.85
H 4.07 0.24 3.79
H 4.76 -0.33 2.29
H 5.10 -1.02 3.75
H 4.92 -2.84 4.44
C -6.01 -4.55 2.23
C -5.40 -3.37 1.45
C -5.06 -3.96 0.06
C -6.41 -2.22 1.36
C -6.72 -1.54 2.69
C -5.42 -1.01 3.20
C -4.28 -2.09 3.37
C -2.89 -1.41 3.52
C -4.48 -2.91 4.57
N -4.18 -2.84 2.09
O -3.22 -3.85 2.31
H -7.08 -4.73 1.97
H -5.44 -5.50 2.20
H -5.96 -4.38 3.35
H -4.65 -3.31 -0.71
H -4.28 -4.70 0.27
H -5.93 -4.52 -0.38
H -6.07 -1.50 0.61
H -7.28 -2.65 0.94
H -7.50 -0.77 2.60
H -7.26 -2.20 3.35
H -5.63 -0.67 4.21
H -5.03 -0.15 2.67
H -2.13 -2.07 4.01
H -3.08 -0.60 4.26
H -2.52 -1.05 2.55
H -3.84 -3.76 4.36
H -5.57 -3.08 4.74
H -4.17 -2.46 5.49
H -2.55 -3.75 1.60
C 0.78 4.56 -2.75
C 0.56 6.09 -2.54
C 0.61 6.75 -3.91
C -0.80 6.33 -1.96
C -0.88 5.82 -0.54
C 0.17 6.59 0.29
C 1.59 6.37 -0.27
C 2.43 7.43 0.43
C 2.17 4.95 -0.03
N 1.52 6.70 -1.69
O 2.80 6.36 -2.23
H 0.00 3.94 -2.32
H 0.61 4.27 -3.81
H 1.73 4.17 -2.32
H 0.63 7.87 -3.94
H 1.46 6.40 -4.46
H -0.30 6.48 -4.46
H -1.02 7.42 -1.98
H -1.50 5.75 -2.61
H -1.81 6.14 -0.06
H -0.75 4.76 -0.36
H 0.20 6.28 1.35
H -0.14 7.63 0.27
H 2.05 8.46 0.18
H 3.52 7.25 0.25
H 2.10 7.28 1.50
H 1.50 4.18 -0.28
H 2.35 4.94 1.08
H 3.11 4.67 -0.62
H 3.08 7.18 -2.65
C -4.20 -0.45 -4.58
C -4.68 0.89 -3.99
C -4.39 1.96 -5.08
C -6.17 0.86 -3.65
C -6.62 2.07 -2.85
C -5.80 2.29 -1.59
C -4.26 2.25 -1.94
C -3.59 3.54 -2.54
C -3.57 2.00 -0.54
N -3.98 1.07 -2.71
O -2.63 0.97 -3.04
H -4.68 -0.63 -5.50
H -3.13 -0.46 -4.92
H -4.55 -1.17 -3.84
H -3.36 2.16 -5.14
H -4.68 1.57 -6.05
H -4.93 2.84 -4.92
H -6.68 0.74 -4.61
H -6.22 -0.09 -3.12
H -6.56 3.00 -3.53
H -7.75 1.88 -2.57
H -5.98 1.50 -0.88
H -6.08 3.20 -1.05
H -3.62 4.40 -1.82
H -4.18 3.84 -3.41
H -2.56 3.29 -2.79
H -4.10 1.23 0.05
H -3.64 2.92 0.11
H -2.51 1.66 -0.76
H -2.26 0.31 -2.45
C 0.29 0.90 -5.98
C 0.04 -0.40 -6.83
C 1.27 -0.73 -7.67
C -0.27 -1.47 -5.79
C -0.84 -2.75 -6.44
C -2.05 -2.41 -7.27
C -1.87 -1.34 -8.31
C -1.07 -2.00 -9.42
C -3.20 -0.87 -8.82
N -1.16 -0.20 -7.68
O -0.81 0.80 -8.68
H -0.60 1.25 -5.44
H 1.10 0.57 -5.31
H 0.71 1.73 -6.50
H 1.21 -1.75 -8.05
H 1.39 0.00 -8.48
H 2.13 -0.69 -7.05
H 0.73 -1.84 -5.43
H -0.82 -1.10 -4.94
H -0.08 -3.20 -7.04
H -1.08 -3.54 -5.70
H -2.86 -2.01 -6.56
H -2.55 -3.32 -7.69
H -1.70 -2.39 -10.22
H -0.49 -2.82 -9.01
H -0.41 -1.43 -9.99
H -3.82 -0.38 -7.96
H -3.77 -1.77 -9.00
H -3.13 -0.20 -9.65
H -1.44 1.51 -8.42
C -2.06 -6.56 -0.21
C -1.23 -7.20 0.89
C -2.00 -7.54 2.14
C -0.60 -8.46 0.36
C 0.53 -8.26 -0.53
C 1.60 -7.43 0.29
C 1.11 -6.04 0.74
C 2.16 -5.53 1.73
C 1.03 -5.07 -0.49
N -0.11 -6.30 1.47
O -0.75 -5.05 1.92
H -2.43 -5.59 -0.02
H -1.45 -6.57 -1.13
H -2.94 -7.17 -0.46
H -2.80 -8.33 1.91
H -1.40 -7.93 2.97
H -2.63 -6.67 2.45
H -0.38 -9.16 1.24
H -1.38 -8.95 -0.12
H 1.03 -9.11 -0.92
H 0.11 -7.65 -1.34
H 2.51 -7.25 -0.30
H 1.83 -7.98 1.16
H 3.02 -5.25 1.09
H 2.34 -6.31 2.49
H 1.82 -4.64 2.28
H 0.69 -4.07 -0.19
H 0.34 -5.45 -1.25
H 2.05 -4.93 -0.88
H -0.61 -5.05 2.86
C 9.13 2.60 4.94
C 7.74 2.07 4.51
C 7.45 0.74 5.25
C 6.72 3.04 5.00
C 6.37 4.19 4.12
C 6.04 3.62 2.73
C 7.19 2.78 2.09
C 6.81 2.19 0.75
C 8.37 3.67 1.83
N 7.50 1.71 3.06
O 8.65 1.03 2.54
H 9.22 2.73 6.03
H 9.92 1.91 4.71
H 9.44 3.52 4.35
H 8.02 -0.11 4.95
H 7.60 0.91 6.34
H 6.31 0.58 5.05
H 5.72 2.55 5.20
H 7.04 3.42 5.99
H 5.56 4.79 4.54
H 7.26 4.80 4.01
H 5.79 4.42 2.05
H 5.10 3.03 2.80
H 5.95 1.59 0.91
H 7.53 1.58 0.28
H 6.59 3.03 0.12
H 8.73 4.25 2.68
H 8.23 4.30 0.95
H 9.19 3.11 1.30
H 8.37 0.13 2.40
C -2.61 6.40 2.79
O -1.84 5.30 2.21
C -1.95 4.04 2.87
C -1.23 3.00 2.02
C -1.45 1.68 2.64
N 0.12 3.38 2.03
H -3.65 6.12 3.15
H -2.78 7.12 2.03
H -2.10 6.90 3.59
H -1.47 4.06 3.90
H -3.05 3.76 3.00
H -1.57 3.05 0.95
H -0.90 0.82 2.13
H -2.52 1.53 2.67
H -1.14 1.80 3.70
H 0.71 2.96 1.33
H 0.37 4.38 2.03
C -1.61 -2.49 -0.94
O -1.13 -1.22 -1.45
C -0.55 -0.42 -0.45
C 0.53 0.38 -1.11
C 1.66 -0.36 -1.76
N 1.08 1.31 -0.15
H -0.84 -3.02 -0.38
H -2.01 -3.05 -1.81
H -2.36 -2.29 -0.18
H -1.27 0.20 0.05
H -0.15 -1.08 0.30
H -0.07 1.01 -1.86
H 2.18 -1.05 -0.97
H 2.31 0.37 -2.26
H 1.17 -1.12 -2.48
H 1.61 2.01 -0.66
H 1.73 0.99 0.58

DFT total energy in Ha: -3967.69356
HOMO in eV: -8.34
LUMO level in eV: 0.508
SMILES: CC1(C)CCCC(C)(C)N1O.CC1(C)CCCC(C)(C)N1O.CC1(C)CCCC(C)(C)N1O.CC1(C)CCCC(C)(C)N1O.CC1(C)CCCC(C)(C)N1O.CC1(C)CCCC(C)(C)N1O.CC1(C)CCCC(C)(C)N1O.COC[C@H](C)N.COC[C@H](C)N
Relative energy (zero: lowest compared OMol25 entry of this formula, charge and spin) in eV: 3.412
Max |F| in Eh/bohr: 0.07109